This record from OMol25 describes 3 unconnected molecules or ions with the total composition C2H11N2O2 at a distorted geometry. The level of theory is wB97M-V/def2-TZVPD.

Geometry as XYZ:
```
17
Properties=species:S:1:pos:R:3
C -0.386 -0.531 2.018
N -0.190 1.004 -1.236
C -0.743 0.584 -0.137
N -0.018 0.405 0.955
H 0.383 -1.221 2.369
H -1.284 -1.111 1.781
H -0.754 0.038 2.969
H 0.661 1.526 -1.234
H -0.681 1.040 -2.137
H -1.798 0.140 -0.202
H 0.989 0.628 1.059
H -4.231 -1.387 -1.297
H -2.969 -2.070 -0.900
O -3.412 -1.281 -1.017
H 5.365 0.031 -0.308
H 4.373 0.762 -1.008
O 4.433 0.212 -0.284
```

HOMO level in Eh: -0.53561
Gap between HOMO and LUMO in eV: 11.05
Total charge: +1

Mulliken population analysis, charges in e, atoms 1 to 8: -0.81 -0.29 0.35 -0.18 0.32 0.28 0.30 0.23